Record 1
The following is a quantum chemistry calculation of a single C6H16N molecule at a distorted geometry, from the Open Molecules 2025 dataset.

Output
**HOMO energy (spin up / spin down)**: -3.6 / -11.2 eV
**Expectation value of S²**: 0.75
**E**: -292.821861 hartree
**Kohn-Sham gap (spin up / spin down)**: 4.56 / 11.97 eV
**Multiplicity**: 2
**Strongest force on any atom**: 2.50 eV/Å
**Energy relative to the best compared isomer or geometry (same formula, charge and spin)**: 162.7 kJ/mol
**E_LUMO (spin up / spin down)**: 0.9956 / 0.8087 eV

Geometry as XYZ:
```
23
Properties=species:S:1:pos:R:3:forces:R:3:nbo_charge:R:1
C -3.042 0.001 -0.435 -0.96 0.19 0.97 -0.618
C -1.977 -1.075 -0.357 1.23 1.29 0.19 -0.392
C -0.692 -0.512 0.386 -2.50 0.00 0.01 -0.413
C -0.277 0.834 -0.231 1.25 -1.42 -0.18 -0.415
C 1.149 1.294 0.249 -0.73 1.98 -0.35 -0.447
C 2.159 0.301 0.838 -1.18 -0.87 -1.25 -0.277
N 2.466 -0.704 -0.299 1.14 1.26 0.07 -1.107
H -4.037 -0.450 -0.590 0.33 0.29 -0.21 0.215
H -3.094 0.495 0.557 -0.13 -0.14 -0.38 0.195
H -2.885 0.809 -1.156 0.09 -0.40 -0.09 0.207
H -1.672 -1.351 -1.383 -0.18 -0.39 0.52 0.198
H -2.355 -1.902 0.239 0.04 -0.32 -0.37 0.207
H -0.961 -0.402 1.461 0.18 0.11 -0.52 0.197
H -0.003 -1.338 0.355 0.81 0.04 -0.12 0.193
H -0.322 0.712 -1.327 0.38 -0.03 0.22 0.202
H -1.025 1.603 -0.038 0.20 -0.05 0.36 0.222
H 1.590 1.903 -0.560 0.20 -0.70 0.06 0.224
H 0.915 2.127 0.929 0.43 -0.56 0.66 0.222
H 1.714 -0.285 1.650 0.30 0.22 -0.09 0.216
H 3.112 0.725 1.117 0.05 0.24 0.13 0.231
H 1.591 -1.059 -0.697 -0.05 -0.41 -0.28 0.375
H 3.028 -0.209 -1.079 -0.55 -0.13 0.25 0.261
H 3.134 -1.481 -0.071 -0.35 -0.22 0.39 0.305
```
Positions in Å, forces in eV/Å.

=====

Record 2
The following is a quantum chemistry calculation of a molecular structure, C8H20BCs2O4S2 at a distorted geometry, from the Open Molecules 2025 dataset.

Output
**HOMO energy (spin up / spin down)**: -14.3 / -14.3 eV
**Expectation value of S²**: 0.76
**E**: -1478.493876 hartree
**Total charge**: +2
**Kohn-Sham gap (spin up / spin down)**: 8.85 / 2.61 eV
**Multiplicity**: 2
**Strongest force on any atom**: 4.37 eV/Å
**Energy relative to the best compared isomer or geometry (same formula, charge and spin)**: 132.9 kJ/mol
**E_LUMO (spin up / spin down)**: -5.4654 / -11.7045 eV

Geometry as XYZ:
```
37
Properties=species:S:1:pos:R:3:forces:R:3:nbo_charge:R:1
Cs -7.852 4.525 20.533 -0.68 -0.13 -0.26 0.994
Cs -4.382 5.800 23.064 1.01 -0.01 0.18 0.990
B -7.172 6.724 22.596 -0.57 0.20 0.03 -0.814
H -6.797 6.936 21.607 1.51 1.10 -3.90 -0.035
H -6.836 7.462 23.309 1.82 2.73 2.89 -0.036
H -8.249 6.774 22.639 -3.79 -0.10 -0.25 0.000
H -6.840 5.723 22.822 0.79 -3.83 1.32 -0.091
C -12.849 8.528 21.938 1.39 -0.67 -0.44 -0.402
C -11.515 8.843 22.815 -0.65 0.06 -1.43 -0.410
C -10.922 7.532 23.308 -0.85 0.12 1.27 -0.693
S -11.976 6.179 22.703 -0.63 0.98 -0.24 2.156
O -12.298 5.383 23.849 0.45 -1.09 -0.08 -0.926
O -11.466 5.642 21.450 0.18 -0.10 0.56 -0.969
C -13.454 7.189 22.385 1.49 1.20 1.81 -0.648
H -12.494 8.261 20.943 -0.08 1.10 -0.44 0.216
H -13.560 9.353 21.993 0.15 -0.16 -0.35 0.238
H -11.695 9.577 23.600 -0.38 -0.42 0.31 0.210
H -10.764 9.348 22.207 -0.26 -0.01 -0.50 0.212
H -11.139 7.473 24.375 0.06 -0.23 0.11 0.242
H -9.844 7.392 23.232 -0.36 -0.17 -0.64 0.264
H -13.738 7.461 23.401 -0.76 -0.93 0.20 0.231
H -14.216 6.641 21.832 0.25 0.34 -0.15 0.276
C -7.426 10.715 26.382 -1.27 0.04 -1.87 -0.398
C -8.379 11.928 26.047 1.76 -1.70 -1.46 -0.409
C -7.429 12.791 25.091 -2.16 0.94 2.42 -0.574
S -6.449 11.661 24.021 0.12 0.46 -1.98 1.990
O -5.026 11.880 24.330 -1.51 -0.08 -0.45 -0.647
O -6.982 11.499 22.647 0.94 0.48 2.79 -0.673
C -6.816 10.124 24.950 -0.47 -0.83 2.54 -0.504
H -8.038 9.977 26.900 0.32 -0.66 -0.37 0.276
H -6.734 11.106 27.128 0.68 -0.33 -0.58 0.250
H -8.685 12.207 27.055 0.51 1.50 -0.17 0.285
H -9.326 11.763 25.534 0.25 -0.75 -0.19 0.238
H -6.756 13.295 25.785 0.60 0.13 -0.72 0.291
H -8.048 13.486 24.523 0.60 -0.02 -0.50 0.298
H -5.870 9.583 24.923 0.16 0.28 0.63 0.274
H -7.461 9.476 24.356 -0.61 0.56 -0.09 0.299
```
Positions in Å, forces in eV/Å.

=====

Among the records above, which one has the highest E? C6H16N